(1)
{
  "formula": "C31H42BrCl2IMnNO4S",
  "method": "ωB97M-V/def2-TZVPD",
  "symbols": ["Mn", "C", "C", "C", "C", "C", "C", "C", "Br", "C", "O", "C", "C", "C", "C", "C", "C", "H", "H", "H", "H", "H", "H", "H", "H", "H", "H", "H", "H", "H", "H", "H", "H", "H", "H", "H", "H", "C", "C", "C", "C", "C", "C", "H", "H", "H", "H", "H", "H", "H", "H", "H", "Cl", "C", "Cl", "C", "O", "O", "H", "O", "S", "C", "C", "C", "C", "H", "H", "H", "H", "H", "H", "H", "H", "I", "C", "C", "C", "C", "N", "C", "H", "H", "H", "H"],
  "xyz": [[-1.079, -1.138, -1.059], [4.041, 3.979, 1.292], [4.238, 3.531, -0.163], [5.613, 2.872, -0.274], [4.212, 4.763, -1.077], [3.115, 2.581, -0.576], [3.350, 1.326, -1.114], [2.281, 0.541, -1.502], [2.684, -1.144, -2.281], [0.940, 0.926, -1.385], [-0.007, 0.103, -1.856], [0.689, 2.211, -0.846], [1.788, 2.976, -0.463], [-0.682, 2.892, -0.654], [-0.704, 4.162, -1.522], [-0.845, 3.278, 0.825], [-1.920, 2.079, -1.029], [4.851, 4.649, 1.591], [4.041, 3.120, 1.965], [3.100, 4.514, 1.427], [6.381, 3.570, 0.062], [5.845, 2.596, -1.305], [5.677, 1.976, 0.347], [5.003, 5.463, -0.795], [3.257, 5.286, -1.010], [4.364, 4.473, -2.119], [4.350, 0.943, -1.252], [1.591, 3.962, -0.062], [0.103, 4.848, -1.264], [-1.652, 4.688, -1.389], [-0.603, 3.903, -2.578], [-0.074, 3.969, 1.168], [-0.809, 2.381, 1.447], [-1.815, 3.760, 0.974], [-1.900, 1.718, -2.052], [-2.800, 2.715, -0.907], [-2.052, 1.230, -0.353], [1.601, -1.341, 3.569], [0.885, -0.099, 3.022], [-0.119, 0.418, 4.060], [1.914, 0.995, 2.706], [0.184, -0.453, 1.779], [-0.356, -0.744, 0.733], [2.149, -1.085, 4.478], [2.308, -1.731, 2.835], [0.885, -2.130, 3.807], [0.401, 0.668, 4.987], [-0.874, -0.339, 4.280], [-0.626, 1.313, 3.698], [2.449, 1.281, 3.615], [1.422, 1.877, 2.294], [2.633, 0.643, 1.965], [-5.416, 0.497, -1.835], [-4.668, -0.303, -3.244], [-3.966, 0.882, -4.347], [-3.641, -1.309, -2.686], [-4.058, -2.446, -2.490], [-2.487, -0.829, -2.451], [-5.452, -0.833, -3.769], [-2.256, -2.459, -0.174], [-3.625, -2.306, 0.479], [-4.342, -3.968, 0.300], [-4.279, -4.659, 1.661], [-3.087, -4.058, 2.403], [-3.246, -2.554, 2.233], [-3.691, -4.420, -0.447], [-5.336, -3.871, -0.131], [-4.195, -5.739, 1.537], [-5.194, -4.466, 2.226], [-2.149, -4.381, 1.947], [-3.068, -4.341, 3.455], [-2.359, -1.952, 2.432], [-4.093, -2.167, 2.804], [-1.203, -5.418, -5.384], [-0.410, -4.743, -3.581], [0.445, -5.536, -2.834], [0.940, -5.036, -1.639], [0.566, -3.767, -1.241], [-0.257, -3.011, -1.968], [-0.743, -3.481, -3.113], [0.718, -6.524, -3.177], [1.613, -5.622, -1.028], [0.931, -3.325, -0.322], [-1.416, -2.829, -3.656]],
  "forces_ev_per_angstrom": [[-0.233, 0.146, 0.080], [-0.018, -0.008, -0.023], [0.009, 0.004, 0.029], [-0.012, 0.000, -0.009], [0.003, -0.002, 0.004], [0.000, 0.021, 0.007], [0.002, -0.017, 0.007], [-0.060, -0.033, -0.027], [-0.020, -0.040, 0.037], [0.062, 0.116, -0.015], [-0.075, 0.164, 0.102], [-0.074, -0.160, -0.010], [0.049, 0.032, -0.018], [0.024, 0.052, 0.001], [-0.016, 0.013, 0.005], [0.004, -0.011, 0.003], [0.060, -0.104, 0.024], [-0.003, 0.005, -0.003], [-0.004, -0.024, 0.020], [-0.005, -0.009, 0.008], [0.000, 0.003, -0.001], [0.001, -0.011, 0.004], [0.010, 0.003, -0.002], [0.000, 0.003, -0.002], [0.004, 0.005, -0.003], [-0.004, 0.002, 0.000], [-0.001, 0.000, 0.002], [0.021, -0.030, -0.009], [-0.023, 0.014, -0.022], [0.002, 0.003, 0.000], [-0.002, 0.001, 0.000], [-0.017, -0.021, 0.008], [-0.007, 0.013, 0.001], [-0.007, 0.010, 0.005], [0.004, -0.059, -0.071], [-0.001, 0.000, -0.007], [0.002, -0.039, -0.016], [-0.018, 0.007, 0.015], [0.058, 0.029, -0.007], [-0.017, 0.006, -0.006], [0.021, 0.002, 0.004], [-0.059, -0.090, 0.054], [0.154, 0.031, -0.181], [0.003, -0.002, -0.002], [0.008, 0.007, -0.004], [-0.003, 0.005, -0.006], [-0.004, 0.000, 0.002], [0.001, -0.003, 0.015], [0.002, -0.010, -0.007], [0.003, -0.002, -0.005], [0.015, 0.015, 0.005], [0.005, 0.010, -0.004], [-0.026, 0.037, -0.001], [0.088, -0.020, -0.004], [-0.009, 0.002, -0.008], [-0.193, -0.107, 0.012], [0.107, 0.022, 0.038], [0.175, 0.012, 0.058], [-0.023, 0.007, 0.023], [0.103, -0.279, -0.068], [-0.041, 0.155, 0.100], [0.042, 0.082, -0.062], [0.010, -0.022, 0.031], [-0.011, -0.009, -0.004], [-0.051, 0.019, -0.071], [0.011, -0.017, -0.031], [-0.027, 0.014, 0.015], [0.013, 0.003, -0.003], [-0.009, -0.003, -0.023], [0.006, 0.007, 0.006], [0.003, 0.002, -0.004], [0.011, 0.004, -0.010], [-0.012, 0.010, -0.008], [0.025, 0.032, 0.069], [-0.009, -0.027, -0.059], [-0.010, -0.002, 0.003], [0.019, -0.005, -0.012], [0.018, 0.011, -0.045], [-0.052, 0.018, 0.104], [-0.007, 0.035, -0.062], [0.005, 0.000, 0.001], [0.001, 0.002, 0.003], [-0.009, -0.007, 0.011], [0.007, -0.025, 0.019]],
  "mulliken_charge": [1.0117, -1.5515, 1.7086, -2.1793, -1.6629, -0.2624, 0.2965, -0.3080, -0.2203, 0.8662, -0.7549, -0.4704, -0.4196, 2.5436, -1.8579, -1.7353, -2.0979, 0.4934, 0.2361, 0.3016, 0.4207, 0.3962, 0.4143, 0.4829, 0.2796, 0.3593, 0.5735, 0.2631, 0.2945, 0.4785, 0.3975, 0.3497, 0.0606, 0.5551, 0.3840, 0.6003, -0.0650, -1.9076, 2.4697, -1.6378, -1.7139, 0.1545, -0.2217, 0.4335, 0.3690, 0.3790, 0.4351, 0.3551, 0.2995, 0.5289, 0.1766, 0.3627, -0.1804, -0.1130, -0.1531, 0.1620, -0.6404, -0.4832, 0.4306, -0.3095, 0.3146, -0.6633, -0.6584, -0.5476, -0.1529, 0.2558, 0.4985, 0.3475, 0.3067, 0.2221, 0.4617, -0.3352, 0.5220, 0.0944, -0.5655, -0.0807, -1.0439, -0.4433, 0.5105, -0.2874, 0.4078, 0.4645, 0.5639, 0.4312],
  "homo_lumo_gap_ha": [0.27329, 0.29304],
  "homo_energy_ev": [-7.74, -7.81],
  "relative_energy_kcal_mol": 0.0,
  "charge": 0,
  "spin_multiplicity": 5,
  "total_energy_ha": -6903.4724,
  "lumo_energy_ev": [-0.31, 0.17]
}

=====

(2)
{
  "formula": "C31H42F3O5V",
  "method": "ωB97M-V/def2-TZVPD",
  "symbols": ["V", "C", "O", "H", "H", "H", "C", "C", "O", "C", "H", "H", "H", "H", "H", "H", "C", "C", "O", "C", "H", "H", "H", "H", "H", "H", "C", "C", "O", "C", "H", "H", "H", "H", "H", "H", "C", "C", "O", "C", "H", "H", "H", "H", "H", "H", "F", "C", "C", "C", "C", "C", "C", "H", "H", "H", "H", "H", "F", "C", "C", "C", "C", "C", "C", "H", "H", "H", "H", "H", "F", "C", "C", "C", "C", "C", "C", "H", "H", "H", "H", "H"],
  "xyz": [[-3.107, -4.735, 16.668], [-4.188, -8.128, 16.582], [-3.893, -6.771, 16.625], [-4.809, -8.289, 15.701], [-3.322, -8.697, 16.243], [-4.706, -8.558, 17.439], [-1.948, -7.577, 13.376], [-1.978, -7.188, 11.924], [-1.434, -7.989, 11.122], [-2.662, -5.928, 11.340], [-1.244, -6.872, 13.819], [-1.617, -8.585, 13.627], [-2.925, -7.353, 13.802], [-3.117, -6.091, 10.363], [-1.946, -5.107, 11.318], [-3.430, -5.575, 12.029], [-4.646, -11.541, 18.273], [-5.689, -11.926, 17.232], [-6.829, -12.225, 17.558], [-5.281, -11.959, 15.802], [-4.524, -12.434, 18.885], [-5.045, -10.783, 18.947], [-3.679, -11.221, 17.884], [-5.291, -10.879, 15.659], [-6.079, -12.424, 15.223], [-4.273, -12.359, 15.694], [1.022, -5.848, 17.655], [-0.399, -6.385, 17.704], [-1.340, -5.610, 17.883], [-0.605, -7.916, 17.553], [1.666, -6.686, 17.389], [1.274, -5.560, 18.676], [1.136, -5.012, 16.965], [-0.348, -8.211, 16.536], [-1.617, -8.187, 17.853], [0.080, -8.346, 18.284], [-9.108, -6.048, 18.649], [-7.869, -5.754, 19.398], [-7.841, -5.682, 20.631], [-6.592, -5.478, 18.554], [-9.771, -6.815, 19.050], [-8.811, -6.374, 17.652], [-9.658, -5.118, 18.505], [-6.466, -6.270, 17.816], [-5.690, -5.350, 19.153], [-6.760, -4.508, 18.087], [-4.906, -10.710, 12.990], [-5.341, -9.802, 12.016], [-5.753, -10.243, 10.791], [-6.221, -9.355, 9.874], [-6.176, -7.976, 10.105], [-5.824, -7.483, 11.376], [-5.395, -8.432, 12.281], [-5.763, -11.312, 10.632], [-6.379, -9.754, 8.883], [-6.510, -7.314, 9.319], [-5.902, -6.461, 11.715], [-5.142, -8.188, 13.303], [-8.641, -5.937, 13.296], [-8.850, -6.830, 14.281], [-10.166, -6.978, 14.730], [-10.411, -7.956, 15.664], [-9.382, -8.656, 16.186], [-8.099, -8.429, 15.821], [-7.798, -7.524, 14.813], [-10.948, -6.387, 14.277], [-11.411, -8.195, 15.994], [-9.644, -9.422, 16.901], [-7.307, -8.974, 16.315], [-6.763, -7.440, 14.517], [-0.424, -14.307, 13.217], [-0.663, -13.247, 14.058], [-1.664, -12.362, 13.775], [-1.838, -11.204, 14.544], [-0.977, -10.941, 15.618], [-0.059, -11.905, 16.041], [0.158, -13.043, 15.164], [-2.279, -12.470, 12.894], [-2.646, -10.542, 14.268], [-1.283, -10.115, 16.242], [0.589, -11.822, 16.901], [0.938, -13.737, 15.443]],
  "forces_ev_per_angstrom": [[-0.441, -5.167, 1.113], [0.009, 0.049, -1.855], [1.140, 4.229, 0.387], [-0.783, -0.101, -0.003], [0.521, -0.329, 0.810], [0.309, 0.252, 0.326], [-0.421, 1.407, 0.285], [1.265, -3.124, -3.599], [-1.364, 2.333, 1.891], [0.185, -0.281, 1.529], [0.172, 0.139, 0.419], [-0.081, 0.083, -0.621], [-0.070, -0.137, 0.306], [0.372, -0.228, 0.125], [0.235, -0.085, -0.327], [-0.265, -0.073, 0.025], [-0.407, -0.079, 0.167], [-1.062, -1.059, 0.714], [1.044, 0.575, 0.034], [-0.282, 0.387, 0.718], [0.224, -0.032, 0.042], [-0.073, 0.057, -0.058], [-0.083, -0.092, -0.168], [0.376, 0.236, -0.935], [0.403, -0.009, -0.151], [-0.136, 0.054, -0.355], [-0.592, -1.144, 0.091], [0.107, -0.628, -0.438], [-0.758, 0.807, -0.960], [-0.031, 1.857, 1.000], [0.227, 0.286, -0.129], [0.067, 0.263, 0.010], [-0.088, -0.012, 0.170], [0.068, -0.075, 0.095], [0.005, 0.082, -0.368], [0.230, -0.342, -0.259], [-0.112, -0.195, -1.324], [1.153, 0.223, 2.929], [0.113, -0.139, -2.284], [-0.704, 0.075, 0.529], [0.233, 0.236, 0.441], [-0.223, -0.033, -0.170], [-0.148, 0.059, 0.150], [0.065, 0.199, -0.157], [-0.205, -0.354, 0.343], [-0.141, -0.013, -0.510], [-0.502, 1.394, -1.227], [0.145, 0.577, 0.539], [0.068, -1.745, 1.200], [0.949, 1.218, -1.085], [-0.593, 0.161, 0.387], [-0.096, -1.332, -0.747], [0.450, -1.099, 1.599], [0.054, -0.086, -0.316], [-0.555, 0.245, -0.108], [0.030, 0.131, 0.001], [-0.016, 0.137, -0.412], [0.139, 0.402, 0.125], [0.262, 0.169, -0.172], [-0.857, 0.519, -0.051], [0.530, 0.092, -0.692], [-1.320, 0.756, -0.491], [-0.323, -1.540, 1.433], [1.220, -0.063, -0.207], [0.348, -0.380, 0.569], [-0.009, 0.036, -0.025], [-0.159, 0.213, -0.081], [0.331, -0.113, 0.205], [0.150, -0.144, -0.089], [-0.159, 0.406, -0.314], [-0.315, 0.976, 0.921], [1.232, -0.540, 0.268], [-0.756, 1.210, -0.497], [0.943, -0.960, -0.162], [-1.238, -0.723, 0.591], [0.246, -1.329, -2.648], [-0.463, 1.203, 1.413], [-0.080, -0.326, -0.023], [0.008, 0.147, 0.082], [0.458, 0.200, 0.167], [-0.147, 0.214, 0.094], [-0.029, -0.184, -0.224]],
  "mulliken_charge": [1.2077, -0.3723, -0.1635, -0.2477, -0.0246, 0.6529, -0.0842, 0.6986, -0.5945, -1.1275, 0.3605, -0.0459, -0.1956, 0.2887, 0.4062, 0.1915, -1.0280, 0.6416, -0.6079, -0.2034, 0.4178, 0.3061, 0.1308, -0.2316, 0.3484, 0.2761, -1.0432, 0.6349, -0.7824, -0.6691, 0.3332, 0.3525, 0.3495, 0.3240, 0.1085, 0.5038, -0.3501, 0.4494, -0.5723, -0.6544, 0.3438, -0.2787, 0.3178, 0.0505, 0.2881, 0.3899, -0.1310, 0.0118, -0.4083, -0.6372, -0.8818, -0.3359, 1.0289, 0.4523, 0.3540, 0.3975, 0.5931, -0.3407, -0.3413, 0.3489, -0.7950, -0.3029, -0.7777, -0.2666, -0.1411, 0.5128, 0.4133, 0.4471, 0.4695, 0.3497, -0.3003, 0.3121, -0.8701, -0.2173, 0.1256, -0.6239, -0.5589, 0.4663, 0.7251, -0.0100, 0.4191, 0.4170],
  "homo_lumo_gap_ha": [0.19920, 0.19717],
  "homo_energy_ev": [-11.30, -11.30],
  "charge": 1,
  "spin_multiplicity": 4,
  "total_energy_ha": -2825.8056,
  "lumo_energy_ev": [-5.88, -5.93]
}